(1)
ORCA calculation (wB97M-V/def2-TZVPD) on a structure of composition C4H7NO2.

As for the maximum force: 0.95 eV Å⁻¹. For the HOMO-LUMO gap, the calculation gives 10.104 eV. The value obtained for the lowest unoccupied orbital energy is 0.017 Eh. As for the multiplicity: 1. The energy above the lowest of the compared OMol25 structures with the same formula, charge and spin comes out at 98.6 kcal/mol.

Element x y z (Å)
C  0.60114  1.05389  0.95306
C  -0.85647  0.37535  -0.21416
C  -0.02670  -0.14641  -1.35392
N  0.67365  -1.18393  -0.60709
C  -0.27643  -1.74701  0.19920
O  -0.37801  -2.76155  0.81270
O  -1.33192  -0.69305  0.40794
H  1.66267  0.90106  1.24866
H  0.03156  1.00285  1.87951
H  0.58643  2.05456  0.52355
H  -1.52972  1.23228  -0.23721
H  0.66433  0.57904  -1.78362
H  -0.68366  -0.54917  -2.13623
H  0.86313  -0.11791  0.30760



(2)
ORCA calculation (wB97M-V/def2-TZVPD) on a cluster of 2 separate species, C2H9N in total.

As for the maximum force: 2.84 eV Å⁻¹. For the HOMO-LUMO gap, the calculation gives 10.602 eV. The value obtained for the lowest unoccupied orbital energy is 0.045 Eh. Its SMILES is CN.C. As for the multiplicity: 1. The energy above the lowest of the compared OMol25 structures with the same formula, charge and spin comes out at 16.4 kcal/mol.

Element x y z (Å)
C  -1.87469  0.86914  -5.86999
H  -0.79740  1.11053  -5.89453
H  -1.94369  0.15534  -6.68010
H  -2.07792  0.55987  -4.85837
H  -2.32632  1.84452  -6.02760
C  1.61255  -0.30183  4.02699
N  0.90424  -1.50617  4.35444
H  1.37500  0.64263  4.53955
H  2.70847  -0.35449  4.02847
H  1.52437  0.04534  2.97875
H  -0.05540  -1.44473  4.04297
H  0.95079  -1.62016  5.35940



Look up the maximum force of the first one.
0.95 eV Å⁻¹